[1]
ORCA calculation (the ωB97M-V functional and the def2-TZVPD basis) on a molecular structure, C34H36F6N5O7P2S3Tc in a non-equilibrium geometry.

Calculated values
Gap between HOMO and LUMO (alpha / beta): 7.365 / 6.025 eV
Spin multiplicity: 4
E_HOMO (alpha / beta): -11.1 / -11.1 eV
Total charge: +1

Cartesian coordinates (Å):
Tc1 0.447 0.080 1.234
C1 -2.482 -0.439 3.617
P1 -0.824 -1.002 3.105
C2 -0.921 -2.826 3.171
C3 0.151 -0.723 4.670
C4 1.597 -1.095 4.398
P2 2.296 -0.306 2.870
C5 3.643 -1.498 2.582
C6 3.272 1.132 3.511
H1 -3.228 -0.902 2.974
H2 -2.557 0.643 3.540
H3 -2.657 -0.741 4.649
H4 -0.761 -3.170 4.193
H5 -0.173 -3.255 2.511
H6 -1.909 -3.133 2.836
H7 -0.250 -1.347 5.471
H8 0.051 0.311 4.996
H9 1.663 -2.175 4.231
H10 2.249 -0.850 5.243
H11 4.212 -1.611 3.506
H12 4.285 -1.161 1.772
H13 3.214 -2.451 2.294
H14 3.179 1.187 4.592
H15 2.929 2.073 3.093
H16 4.324 0.998 3.268
C7 -0.059 3.566 3.978
C8 -0.918 4.396 3.279
C9 -1.379 3.991 2.043
C10 -0.978 2.781 1.473
C11 -0.083 1.921 2.153
C12 0.326 2.363 3.417
C13 -1.474 2.343 0.174
C14 -2.289 3.180 -0.614
C15 -2.766 2.738 -1.813
C16 -2.422 1.452 -2.255
C17 -2.878 0.944 -3.487
C18 -2.497 -0.293 -3.920
C19 -1.647 -1.068 -3.117
C20 -1.215 -0.615 -1.897
C21 -1.571 0.661 -1.420
N1 -1.114 1.129 -0.230
H17 0.297 3.844 4.957
H18 -1.228 5.343 3.686
H19 -2.085 4.623 1.531
H20 0.985 1.741 3.995
H21 -2.522 4.173 -0.275
H22 -3.393 3.370 -2.419
H23 -3.545 1.557 -4.073
H24 -2.871 -0.699 -4.846
H25 -1.357 -2.052 -3.450
H26 -0.599 -1.244 -1.280
F1 -2.078 -3.690 -1.564
C22 -2.207 -3.731 -0.242
F2 -0.973 -3.948 0.257
F3 -2.932 -4.778 0.099
S1 -2.914 -2.106 0.448
O1 -1.740 -1.382 0.931
O2 -3.781 -2.499 1.509
N2 -3.507 -1.319 -0.747
S2 -4.648 -2.067 -1.581
O3 -4.954 -3.330 -1.005
O4 -4.419 -1.978 -2.983
C23 -6.024 -0.826 -1.277
F4 -6.123 -0.524 0.017
F5 -7.218 -1.191 -1.717
F6 -5.664 0.291 -1.919
C24 2.424 -3.890 -0.326
S3 2.066 -2.132 -0.388
O5 3.304 -1.399 -0.204
O6 1.417 -1.852 -1.643
O7 1.156 -1.911 0.784
H27 3.134 -4.105 -1.113
H28 1.487 -4.404 -0.483
H29 2.843 -4.127 0.642
N3 3.155 2.444 -8.660
C25 3.137 2.124 -7.561
C26 3.099 1.767 -6.192
C27 4.192 2.042 -5.371
C28 4.108 1.799 -4.016
C29 2.940 1.274 -3.466
C30 1.879 0.923 -4.300
C31 1.956 1.175 -5.653
N4 2.807 1.166 -2.069
C32 3.726 1.522 -1.116
C33 3.120 1.362 0.086
N5 1.844 0.909 -0.108
C34 1.696 0.800 -1.416
H30 5.094 2.455 -5.794
H31 4.954 2.028 -3.392
H32 0.992 0.450 -3.912
H33 1.129 0.925 -6.299
H34 4.719 1.850 -1.335
H35 3.525 1.532 1.060
H36 0.805 0.463 -1.902

---

[2]
ORCA calculation (the ωB97M-V functional and the def2-TZVPD basis) on a molecular structure, C34H36FMnN8O2S in a non-equilibrium geometry.

Calculated values
Gap between HOMO and LUMO (alpha / beta): 8.690 / 8.786 eV
Spin multiplicity: 4
E_HOMO (alpha / beta): -11.1 / -11.2 eV
Total charge: +1

Cartesian coordinates (Å):
Mn1 10.804 15.860 13.503
C1 6.882 20.911 18.218
C2 8.145 20.401 17.595
C3 9.193 21.263 17.229
C4 10.267 20.799 16.520
C5 10.337 19.426 16.235
C6 9.369 18.507 16.699
C7 8.283 19.043 17.371
S1 11.676 18.785 15.248
O1 12.454 17.918 16.092
O2 12.295 19.903 14.584
N1 10.992 17.777 14.162
C8 10.047 18.200 13.253
C9 9.515 19.489 12.929
C10 8.467 19.528 12.010
C11 8.007 18.364 11.405
C12 8.634 17.204 11.668
N2 9.605 17.122 12.585
H1 7.076 21.803 18.828
H2 6.358 20.183 18.824
H3 6.195 21.257 17.442
H4 9.108 22.319 17.448
H5 11.120 21.471 16.291
H6 9.492 17.448 16.571
H7 7.455 18.364 17.703
H8 9.953 20.383 13.357
H9 8.095 20.507 11.773
H10 7.168 18.366 10.722
H11 8.451 16.259 11.160
C13 11.541 12.826 15.247
C14 12.590 13.861 15.079
N3 12.420 14.993 14.412
C15 13.576 15.716 14.524
C16 14.468 15.011 15.282
N4 13.838 13.841 15.616
C17 14.370 12.914 16.609
N5 14.304 11.547 16.224
N6 13.305 10.814 16.769
N7 13.260 9.697 16.194
C18 14.289 9.628 15.268
C19 14.668 8.554 14.416
C20 15.709 8.794 13.575
C21 16.360 10.053 13.510
C22 15.971 11.097 14.340
C23 14.946 10.843 15.261
H12 10.672 13.041 14.591
H13 11.159 12.821 16.269
H14 11.907 11.818 14.973
H15 13.652 16.728 14.166
H16 15.418 15.240 15.660
H17 13.804 12.964 17.547
H18 15.409 13.235 16.775
H19 14.162 7.595 14.478
H20 16.105 8.022 12.938
H21 17.163 10.138 12.778
H22 16.432 12.051 14.228
C24 12.245 13.188 11.359
H23 12.632 12.819 12.323
H24 13.131 13.548 10.820
H25 11.773 12.362 10.836
F1 8.912 16.174 6.794
C25 9.446 15.686 7.934
C26 8.935 14.541 8.529
C27 9.551 14.113 9.729
C28 10.636 14.821 10.277
C29 11.323 14.374 11.529
C30 11.161 15.941 9.597
C31 10.566 16.363 8.421
H26 8.077 14.026 8.133
H27 9.138 13.228 10.181
H28 10.564 14.152 12.370
H29 11.959 15.249 11.812
H30 12.000 16.498 10.006
H31 10.878 17.275 7.926
C32 9.127 14.216 19.162
C33 8.251 15.018 18.146
C34 8.689 14.943 16.730
N8 9.063 15.011 15.648
H32 9.019 14.662 20.137
H33 10.175 14.238 18.870
H34 8.765 13.191 19.196
H35 8.310 16.093 18.375
H36 7.196 14.749 18.205

---

[3]
ORCA calculation (the ωB97M-V functional and the def2-TZVPD basis) on a molecular structure, C34H36GeN8O5V in a non-equilibrium geometry.

Calculated values
Gap between HOMO and LUMO (alpha / beta): 6.834 / 6.726 eV
Spin multiplicity: 3
E_HOMO (alpha / beta): -9.7 / -9.6 eV
Total charge: +1

Cartesian coordinates (Å):
V1 -0.028 -0.058 -0.183
O1 2.356 1.154 4.470
C1 1.714 0.922 3.325
O2 2.157 1.260 2.248
C2 0.412 0.235 3.518
C3 -0.004 -0.194 4.777
C4 -1.257 -0.781 4.892
C5 -2.044 -0.912 3.764
C6 -1.541 -0.446 2.547
N1 -0.337 0.100 2.425
C7 -2.358 -0.528 1.266
O3 -3.505 -0.934 1.279
O4 -1.682 -0.119 0.265
H1 3.196 1.620 4.332
H2 0.634 -0.063 5.635
H3 -1.617 -1.102 5.856
H4 -3.028 -1.357 3.791
C8 4.987 1.774 0.052
N2 4.051 0.780 -0.437
C9 4.612 -0.557 -0.522
C10 2.702 0.944 -0.451
N3 1.872 -0.047 -0.382
N4 2.256 2.228 -0.648
C11 0.961 2.687 -0.560
N5 0.817 4.026 -0.742
N6 -0.021 1.887 -0.362
H5 5.734 2.002 -0.712
H6 5.509 1.374 0.926
H7 4.482 2.687 0.359
H8 5.653 -0.470 -0.830
H9 4.094 -1.148 -1.281
H10 4.584 -1.082 0.440
H11 2.362 -0.923 -0.220
H12 2.953 2.907 -0.919
H13 1.588 4.656 -0.870
H14 -0.101 4.430 -0.700
H15 -0.933 2.336 -0.307
N7 -2.462 -4.558 -2.091
C12 -1.815 -5.086 -1.030
O5 -2.037 -6.196 -0.601
C13 -0.799 -4.202 -0.362
C14 0.185 -4.800 0.423
C15 1.074 -3.978 1.097
C16 0.969 -2.607 0.952
N8 0.053 -2.022 0.168
C17 -0.828 -2.820 -0.439
H16 -3.128 -5.153 -2.556
H17 -2.161 -3.723 -2.561
H18 0.208 -5.876 0.509
H19 1.842 -4.391 1.732
H20 1.630 -1.943 1.500
H21 -1.610 -2.322 -0.990
C18 1.359 0.890 -3.520
Ge1 -0.216 -0.034 -2.665
C19 0.041 -1.841 -3.504
C20 -0.582 -2.199 -4.695
C21 -0.305 -3.412 -5.305
C22 0.588 -4.294 -4.719
C23 1.224 -3.945 -3.538
C24 0.956 -2.725 -2.946
C25 -1.815 0.851 -3.511
C26 -1.658 1.979 -4.280
C27 -2.757 2.681 -4.798
C28 -4.033 2.281 -4.514
C29 -4.253 1.135 -3.723
C30 -5.551 0.681 -3.403
C31 -5.742 -0.448 -2.656
C32 -4.639 -1.188 -2.205
C33 -3.375 -0.765 -2.501
C34 -3.134 0.406 -3.240
H22 1.274 0.785 -4.599
H23 2.288 0.413 -3.213
H24 1.412 1.949 -3.280
H25 -1.288 -1.512 -5.146
H26 -0.778 -3.655 -6.246
H27 0.790 -5.249 -5.178
H28 1.931 -4.621 -3.082
H29 1.472 -2.434 -2.035
H30 -0.662 2.328 -4.513
H31 -2.584 3.544 -5.424
H32 -4.886 2.822 -4.900
H33 -6.397 1.246 -3.765
H34 -6.740 -0.783 -2.412
H35 -4.794 -2.081 -1.617
H36 -2.508 -1.330 -2.188

---

[4]
ORCA calculation (the ωB97M-V functional and the def2-TZVPD basis) on C34H36N4O6 in the gas phase.

Calculated values
Gap between HOMO and LUMO: 9.374 eV
E_HOMO: -9.0 eV

Cartesian coordinates (Å):
C1 5.869 -0.076 -2.356
C2 4.514 0.494 -2.771
C3 4.625 1.187 -4.128
C4 3.975 1.493 -1.742
C5 3.755 0.887 -0.349
N1 2.799 -0.188 -0.385
C6 3.135 -1.451 -0.106
O1 4.249 -1.826 0.240
C7 2.050 -2.448 -0.249
N2 2.353 -3.750 0.020
C8 1.234 -4.479 -0.159
N3 0.231 -3.735 -0.530
C9 0.708 -2.456 -0.602
C10 -0.209 -1.358 -0.929
O2 0.121 -0.176 -0.958
N4 -1.460 -1.780 -1.201
C11 -2.588 -0.879 -1.123
C12 -3.823 -1.474 -1.809
C13 -5.002 -0.560 -1.612
C14 -5.925 -0.804 -0.605
C15 -6.982 0.064 -0.395
C16 -7.125 1.189 -1.189
C17 -6.208 1.440 -2.195
C18 -5.152 0.571 -2.404
C19 -2.873 -0.606 0.362
O3 -3.086 0.472 0.839
O4 -2.804 -1.752 1.039
C20 -2.625 -1.695 2.461
C21 -1.168 -1.974 2.724
C22 -0.737 -3.257 3.032
C23 0.614 -3.525 3.168
C24 1.544 -2.516 2.982
C25 1.119 -1.236 2.666
C26 -0.231 -0.965 2.538
C27 3.336 1.995 0.614
O5 3.856 3.079 0.648
O6 2.354 1.599 1.420
C28 1.834 2.551 2.347
C29 0.561 3.199 1.861
C30 0.163 4.407 2.420
C31 -1.017 5.006 2.019
C32 -1.808 4.404 1.054
C33 -1.411 3.206 0.490
C34 -0.232 2.602 0.891
H1 6.284 -0.676 -3.163
H2 6.567 0.727 -2.133
H3 5.776 -0.714 -1.482
H4 3.800 -0.332 -2.860
H5 3.662 1.587 -4.437
H6 4.965 0.486 -4.888
H7 5.337 2.007 -4.075
H8 3.020 1.890 -2.095
H9 4.668 2.329 -1.635
H10 4.697 0.470 0.030
H11 1.829 0.021 -0.640
H12 3.277 -4.038 0.307
H13 1.183 -5.540 -0.016
H14 -1.626 -2.764 -1.028
H15 -2.306 0.073 -1.582
H16 -3.607 -1.602 -2.871
H17 -4.027 -2.453 -1.371
H18 -5.816 -1.680 0.019
H19 -7.693 -0.137 0.393
H20 -7.948 1.868 -1.023
H21 -6.315 2.316 -2.817
H22 -4.438 0.771 -3.190
H23 -3.271 -2.464 2.890
H24 -2.923 -0.704 2.818
H25 -1.460 -4.049 3.163
H26 0.941 -4.526 3.413
H27 2.599 -2.723 3.078
H28 1.841 -0.453 2.501
H29 -0.561 0.033 2.285
H30 2.597 3.315 2.537
H31 1.641 1.994 3.271
H32 0.782 4.877 3.172
H33 -1.319 5.945 2.460
H34 -2.731 4.871 0.744
H35 -2.027 2.726 -0.254
H36 0.071 1.669 0.442

---

[5]
ORCA calculation (the ωB97M-V functional and the def2-TZVPD basis) on a molecular structure, C34H37BFN12O3STi.

Calculated values
Gap between HOMO and LUMO (alpha / beta): 3.716 / 6.823 eV
Spin multiplicity: 3
E_HOMO (alpha / beta): -6.4 / -9.6 eV
Total charge: +1

Cartesian coordinates (Å):
Ti1 -1.405 2.107 0.845
C1 -4.823 4.436 -0.850
C2 -3.429 4.390 -0.829
N1 -2.982 3.872 0.310
N2 -4.080 3.585 1.046
C3 -5.191 3.900 0.368
B1 -3.972 3.070 2.497
N3 -3.700 1.546 2.597
C4 -4.537 0.571 2.962
C5 -3.843 -0.626 2.984
C6 -2.553 -0.282 2.592
N4 -2.468 1.030 2.373
N5 -2.767 3.800 3.099
C7 -2.748 4.774 4.018
C8 -1.474 5.302 4.064
C9 -0.764 4.561 3.119
N6 -1.553 3.664 2.533
H1 -5.467 4.816 -1.622
H2 -2.736 4.722 -1.585
H3 -6.163 3.754 0.808
H4 -4.980 3.322 3.092
H5 -5.567 0.791 3.188
H6 -4.220 -1.599 3.242
H7 -1.681 -0.902 2.453
H8 -3.640 5.021 4.567
H9 -1.110 6.093 4.695
H10 0.276 4.636 2.847
C10 3.513 1.882 3.667
N7 3.256 2.572 2.421
C11 4.182 3.254 1.667
C12 3.555 3.731 0.589
N8 2.201 3.349 0.666
C13 2.036 2.592 1.819
S1 0.735 1.814 2.501
C14 1.307 3.647 -0.393
C15 1.749 4.524 -1.390
C16 1.035 4.639 -2.561
C17 -0.111 3.877 -2.727
C18 -0.547 3.144 -1.650
N9 0.105 3.067 -0.473
H11 4.552 2.042 3.940
H12 3.316 0.817 3.550
H13 2.859 2.269 4.447
H14 5.214 3.332 1.960
H15 3.969 4.261 -0.241
H16 2.634 5.121 -1.255
H17 1.377 5.312 -3.335
H18 -0.686 3.888 -3.641
H19 -1.491 2.614 -1.700
C19 -1.846 -4.065 -3.913
C20 -2.071 -4.146 -2.410
N10 -1.608 -2.956 -1.709
C21 -2.507 -1.957 -1.473
C22 -2.179 -0.805 -0.842
C23 -3.229 0.243 -0.691
O1 -4.400 -0.003 -0.896
O2 -2.792 1.428 -0.346
C24 -0.840 -0.609 -0.385
O3 -0.477 0.447 0.288
C25 0.109 -1.616 -0.661
C26 1.459 -1.476 -0.241
C27 2.358 -2.475 -0.526
F1 3.638 -2.349 -0.065
C28 2.028 -3.610 -1.241
C29 0.680 -3.765 -1.656
C30 -0.270 -2.806 -1.356
N11 2.944 -4.676 -1.514
C31 4.272 -4.323 -1.960
C32 4.913 -5.531 -2.618
N12 4.955 -6.648 -1.605
C33 3.580 -6.975 -1.080
C34 2.980 -5.710 -0.498
H20 -2.189 -4.978 -4.400
H21 -0.790 -3.923 -4.145
H22 -2.400 -3.226 -4.334
H23 -1.571 -5.015 -1.978
H24 -3.132 -4.256 -2.190
H25 -3.520 -2.122 -1.812
H26 1.754 -0.604 0.325
H27 0.438 -4.638 -2.244
H28 4.924 -3.969 -1.145
H29 4.208 -3.517 -2.690
H30 5.937 -5.339 -2.936
H31 4.319 -5.891 -3.455
H32 5.536 -6.346 -0.820
H33 5.394 -7.477 -2.003
H34 3.686 -7.772 -0.346
H35 3.000 -7.324 -1.933
H36 3.560 -5.401 0.392
H37 1.966 -5.923 -0.163